Entry 1:
The following is a DFT calculation (ωB97M-V/def2-TZVPD) of B2F8Tl as an isolated structure in a non-equilibrium geometry.

Positions of all 11 atoms, in Å:
Tl: -0.404 -0.882 1.041
B: 1.546 -0.775 -0.266
F: 1.078 -2.052 0.078
F: 0.433 -0.021 -0.567
F: 1.902 -0.322 0.962
F: 2.542 -0.683 -1.219
B: -1.408 0.949 -0.026
F: -0.176 1.399 0.400
F: -1.312 -0.120 -0.923
F: -2.028 0.496 1.089
F: -2.172 2.011 -0.569

Output
Charge: +1

Atom charges from the Mulliken analysis, given in e for atoms 1 to 5: 1.895, 0.302, -0.206, -0.091, -0.189

---

Entry 2:
The following is a DFT calculation (ωB97M-V/def2-TZVPD) of B2H28NiO10 as an isolated structure in a non-equilibrium geometry.

Positions of all 41 atoms, in Å:
Ni: 1.351 2.315 -24.631
B: 2.060 4.472 -24.271
H: 2.849 4.984 -23.742
H: 1.350 3.943 -23.655
H: 1.462 5.170 -24.837
H: 2.591 3.790 -24.916
B: 3.185 1.271 -23.754
H: 3.492 0.621 -22.950
H: 4.012 1.680 -24.314
H: 2.456 0.828 -24.414
H: 2.569 2.024 -23.288
O: 0.079 0.586 -25.045
H: 0.288 -0.312 -24.787
H: -0.832 0.548 -25.333
O: 4.933 3.568 -23.031
H: 4.337 4.208 -23.419
H: 4.855 2.796 -23.591
O: 3.914 -1.317 -25.012
H: 3.030 -1.675 -24.930
H: 3.834 -0.411 -24.714
O: 5.605 1.366 -21.351
H: 6.104 2.111 -21.016
H: 4.852 1.759 -21.791
O: 2.535 -2.553 -22.412
H: 2.724 -3.411 -22.034
H: 3.336 -2.048 -22.275
O: 2.187 1.825 -26.585
H: 1.653 1.601 -27.347
H: 2.966 2.243 -26.952
O: 0.180 2.101 -22.890
H: -0.730 1.828 -22.775
H: 0.522 2.182 -21.999
O: 2.623 1.540 -20.771
H: 2.947 1.494 -21.671
H: 2.181 0.703 -20.631
O: 1.112 -1.739 -24.427
H: 1.666 -1.931 -23.671
H: 0.448 -2.428 -24.421
O: 6.687 1.637 -25.167
H: 6.261 0.830 -25.456
H: 6.047 2.054 -24.590

Atom charges from the Mulliken analysis, given in e for atoms 1 to 5: 0.103, 0.227, -0.238, -0.181, -0.201

---

no.,LUMO energy (eV)
1,-11.6
2,-2.5